1.
{
  "formula": "C7H8N2S",
  "method": "the ωB97M-V functional and the def2-TZVPD basis",
  "e_above_lowest_ev": 2.290,
  "largest_force_ha_per_bohr": 0.0648,
  "energy_ev": -21201.851,
  "orbital_gap_ha": 0.3638,
  "homo_ev": -9.25,
  "lumo_energy_ev": 0.65,
  "elements": ["S", "N", "N", "C", "C", "C", "C", "C", "C", "C", "H", "H", "H", "H", "H", "H", "H", "H"],
  "coordinates": [[-1.007, 1.722, -0.169], [1.081, -0.002, 0.028], [-4.282, 0.434, 1.128], [-1.981, 0.075, 0.003], [1.656, 2.290, -0.080], [-1.784, -0.855, -1.244], [0.692, 1.181, -0.047], [-3.321, 0.185, 0.581], [-1.207, -1.166, 0.094], [0.286, -1.132, 0.355], [-2.589, -1.498, -1.497], [2.498, 2.050, 0.612], [1.294, 3.305, 0.212], [0.508, -1.315, 1.515], [2.047, 2.393, -1.168], [-1.361, -0.449, -2.141], [-1.734, -1.983, 0.622], [0.662, -2.085, 0.019]]
}



2.
{
  "formula": "C2H4N2S2",
  "method": "the ωB97M-V functional and the def2-TZVPD basis",
  "e_above_lowest_ev": 3.053,
  "largest_force_ha_per_bohr": 0.0425,
  "energy_ev": -26786.961,
  "orbital_gap_ha": 0.3247,
  "homo_ev": -8.52,
  "lumo_energy_ev": 0.32,
  "elements": ["S", "S", "N", "N", "C", "C", "H", "H", "H", "H"],
  "coordinates": [[-1.190, -1.228, 0.153], [-2.326, -0.056, 1.137], [-0.393, 0.716, -1.340], [-1.221, -0.145, -1.306], [0.576, 0.734, -0.272], [0.565, -0.598, 0.456], [0.299, 1.632, 0.215], [1.464, -1.248, 0.152], [1.543, 0.919, -0.715], [0.682, -0.725, 1.521]]
}



What did the first record say?
{
  "formula": "C7H8N2S",
  "method": "the ωB97M-V functional and the def2-TZVPD basis",
  "e_above_lowest_ev": 2.290,
  "largest_force_ha_per_bohr": 0.0648,
  "energy_ev": -21201.851,
  "orbital_gap_ha": 0.3638,
  "homo_ev": -9.25,
  "lumo_energy_ev": 0.65,
  "elements": ["S", "N", "N", "C", "C", "C", "C", "C", "C", "C", "H", "H", "H", "H", "H", "H", "H", "H"],
  "coordinates": [[-1.007, 1.722, -0.169], [1.081, -0.002, 0.028], [-4.282, 0.434, 1.128], [-1.981, 0.075, 0.003], [1.656, 2.290, -0.080], [-1.784, -0.855, -1.244], [0.692, 1.181, -0.047], [-3.321, 0.185, 0.581], [-1.207, -1.166, 0.094], [0.286, -1.132, 0.355], [-2.589, -1.498, -1.497], [2.498, 2.050, 0.612], [1.294, 3.305, 0.212], [0.508, -1.315, 1.515], [2.047, 2.393, -1.168], [-1.361, -0.449, -2.141], [-1.734, -1.983, 0.622], [0.662, -2.085, 0.019]]
}